## 1
The following is a DFT calculation (wB97M-V/def2-TZVPD) of a molecular structure, C6H12N2.

Lowest unoccupied orbital energy (eV): 1.0
Gap between HOMO and LUMO (eV): 9.9
HOMO (Eh): -0.3263

Each line ends with the natural charge from an NBO analysis.
CARTESIAN COORDINATES (ANGSTROEM)
N  0.75493  1.21069  -1.94825  -0.828
N  0.81676  -0.94709  2.12065  -0.823
C  0.21919  0.44979  -0.82265  0.130
C  -1.26901  0.10875  -0.80812  -0.425
C  0.97137  -0.71836  -0.33593  -0.429
C  0.52366  1.16682  0.50353  -0.412
C  0.34428  -0.34105  0.93486  0.132
C  -1.19122  -0.59508  0.58000  -0.424
H  0.39390  -0.48458  2.95911  0.354
H  1.51902  1.56378  0.43572  0.232
H  -0.26610  1.73005  0.97414  0.198
H  2.03635  -0.61181  -0.33286  0.224
H  -2.01882  -0.11619  1.24813  0.202
H  -1.51983  -1.64230  0.60517  0.209
H  1.07862  0.59875  -2.66346  0.354
H  0.68764  -1.63397  -0.83294  0.190
H  0.55495  -1.89181  2.20960  0.356
H  -0.05483  1.74700  -2.33996  0.350
H  -1.71173  -0.55004  -1.56643  0.206
H  -1.86913  0.95664  -0.92030  0.202

## 2
The following is a DFT calculation (wB97M-V/def2-TZVPD) of C6H12N2 in the gas phase.

Lowest unoccupied orbital energy (eV): 1.1
Gap between HOMO and LUMO (eV): 9.0
HOMO (Eh): -0.2920
SMILES: C=NN(C)/C=C\CC

Each line ends with the natural charge from an NBO analysis.
CARTESIAN COORDINATES (ANGSTROEM)
N  1.26832  0.02490  0.24063  -0.296
N  2.22956  -0.82037  -0.01842  -0.207
C  0.33798  0.07660  1.28417  -0.083
C  -2.45816  0.77852  -0.77012  -0.606
C  2.35473  -1.97159  0.50948  -0.224
C  -1.61042  -0.43484  -0.28760  -0.461
C  1.48155  1.14342  -0.69854  -0.389
C  -0.95752  -0.02782  1.03232  -0.138
H  -2.33620  -1.16117  -0.02393  0.221
H  -1.95889  1.34162  -1.62015  0.209
H  1.54096  -2.56011  0.91088  0.159
H  2.49914  1.22990  -0.98001  0.222
H  -1.60181  0.23481  1.93344  0.198
H  -2.47988  1.52022  -0.05983  0.210
H  0.67483  0.33711  2.34002  0.199
H  1.07725  2.07864  -0.32132  0.194
H  0.88708  0.98178  -1.67303  0.175
H  -3.46074  0.39482  -1.22881  0.214
H  3.25930  -2.48249  0.27514  0.178
H  -0.74706  -0.68396  -0.84431  0.227

The most stable of them is 1.

## 1
The following is a DFT calculation (wB97M-V/def2-TZVPD) of C6H12N2 in the gas phase.

Lowest unoccupied orbital energy (alpha / beta) (eV): 0.4 / 0.4
Gap between HOMO and LUMO (alpha / beta) (eV): 7.1 / 7.1
HOMO (alpha / beta) (Eh): -0.2456 / -0.2456

Each line ends with the natural charge from an NBO analysis.
CARTESIAN COORDINATES (ANGSTROEM)
N  1.42218  -0.23347  0.81315  -0.667
N  0.61831  2.42107  -0.72934  -0.637
C  1.58974  -0.88154  2.09602  -0.420
C  -1.17758  0.12999  -2.19190  -0.651
C  0.18175  0.09304  0.43498  0.085
C  -1.10654  -0.14486  1.19998  -0.643
C  0.38448  1.40407  -0.13019  0.609
C  -0.05045  -0.42328  -1.34963  -0.359
H  1.12473  2.47672  -1.61417  0.408
H  1.30164  -0.25360  2.95648  0.153
H  1.02704  -1.82195  2.19513  0.160
H  -2.12254  0.14609  -1.64436  0.211
H  0.94240  -0.34121  -1.78568  0.216
H  -0.22064  -1.45296  -1.04706  0.218
H  -1.25153  -1.21667  1.33308  0.226
H  -0.97715  1.13661  -2.56289  0.206
H  -1.03984  0.30975  2.18894  0.232
H  2.64749  -1.12911  2.21673  0.201
H  -1.32915  -0.50879  -3.06781  0.231
H  -1.96437  0.29011  0.68854  0.220

## 2
The following is a DFT calculation (wB97M-V/def2-TZVPD) of a molecular structure, C6H12N2.

Lowest unoccupied orbital energy (eV): 0.9
Gap between HOMO and LUMO (eV): 9.2
HOMO (Eh): -0.3022

Each line ends with the natural charge from an NBO analysis.
CARTESIAN COORDINATES (ANGSTROEM)
N  -2.77079  0.10117  -0.30210  -0.504
N  0.55695  -0.61424  0.27462  -0.470
C  -1.73219  -0.81467  0.22079  -0.111
C  -0.45484  -1.64221  -0.14578  -0.200
C  0.05550  0.75102  0.50258  -0.091
C  0.70719  1.89907  -0.14175  -0.624
C  2.06017  -0.88341  -0.10830  -0.444
C  -1.26295  0.54579  -0.17326  -0.144
H  -0.05431  0.98488  1.67900  0.187
H  -0.29911  -2.48513  0.46444  0.195
H  2.47728  -0.82651  -1.14884  0.186
H  -1.14413  0.67017  -1.23775  0.189
H  -1.92171  -0.89006  1.30413  0.173
H  -0.49420  -2.04556  -1.19186  0.192
H  2.13530  -2.05854  0.16611  0.206
H  -0.29233  2.60256  -0.49085  0.235
H  1.27455  1.53436  -1.14854  0.227
H  1.51540  2.78137  0.55241  0.224
H  -3.20214  0.58837  0.60529  0.356
H  2.84637  -0.19844  0.31967  0.218

## 3
The following is a DFT calculation (wB97M-V/def2-TZVPD) of 2 unconnected molecules or ions with the total composition C6H12N2.

Lowest unoccupied orbital energy (eV): 0.9
Gap between HOMO and LUMO (eV): 9.5
HOMO (Eh): -0.3177
SMILES: Cc1c[nH]cn1.CC

Each line ends with the natural charge from an NBO analysis.
CARTESIAN COORDINATES (ANGSTROEM)
N  -0.07057  -1.22221  -0.57364  -0.458
N  1.73967  -0.11363  -0.01827  -0.535
C  -1.11868  2.26666  -1.67669  -0.614
C  0.92586  -0.54438  -1.02968  0.176
C  1.13946  -0.52748  1.14163  -0.108
C  -0.82325  -2.12260  1.60611  -0.638
C  0.03394  -1.23049  0.80704  0.077
C  -1.22100  2.43923  -0.17325  -0.609
H  -0.49775  -2.33052  2.62072  0.218
H  -1.64230  3.08299  -2.19578  0.199
H  -0.91777  -3.10342  1.13742  0.228
H  -1.06243  3.44715  0.21765  0.199
H  -1.87334  -1.80495  1.65043  0.220
H  -0.50329  1.83228  0.34522  0.203
H  1.24035  -0.38148  -2.04717  0.195
H  -0.13509  2.39438  -2.12408  0.197
H  -1.57780  1.32356  -1.95493  0.217
H  1.58901  -0.28783  2.09584  0.211
H  2.49882  0.54448  -0.01074  0.416
H  -2.19268  2.09513  0.16803  0.206

The most stable of them is 3.

## 1
The following is a DFT calculation (wB97M-V/def2-TZVPD) of C6H12N2 in the gas phase.

Lowest unoccupied orbital energy (alpha / beta) (eV): 0.8 / 0.6
Gap between HOMO and LUMO (alpha / beta) (eV): 7.3 / 6.7
HOMO (alpha / beta) (Eh): -0.2391 / -0.2243

Each line ends with the natural charge from an NBO analysis.
CARTESIAN COORDINATES (ANGSTROEM)
N  1.33725  -1.65501  -0.77239  -0.728
N  -0.45507  1.54312  1.56634  -0.791
C  0.98459  -0.51218  -0.33529  0.399
C  2.07304  0.45560  0.05312  -0.685
C  -0.50840  0.78160  -1.26569  -0.532
C  -1.61781  -1.31146  -0.39007  -0.597
C  -0.69338  -0.12955  -0.16582  -0.172
C  -0.54807  0.23089  1.21151  0.023
H  -0.59564  -0.52520  1.98521  0.203
H  -1.54754  -2.05334  0.40690  0.215
H  -0.89020  2.21478  0.94250  0.390
H  2.70212  0.65261  -0.81455  0.234
H  -1.39471  -1.81557  -1.33127  0.211
H  -0.73771  0.44522  -2.26365  0.210
H  -0.03667  1.74515  -1.16058  0.201
H  0.58787  -2.28495  -1.03820  0.338
H  -2.64911  -0.95932  -0.42576  0.232
H  2.69590  -0.00811  0.82076  0.231
H  -0.40181  1.78676  2.54162  0.395
H  1.69534  1.39897  0.43529  0.224

## 2
The following is a DFT calculation (wB97M-V/def2-TZVPD) of 2 unconnected molecules or ions with the total composition C6H12N2.

Lowest unoccupied orbital energy (eV): 0.9
Gap between HOMO and LUMO (eV): 9.6
HOMO (Eh): -0.3182
SMILES: Cc1c[nH]cn1.CC

Each line ends with the natural charge from an NBO analysis.
CARTESIAN COORDINATES (ANGSTROEM)
N  -0.84798  -0.18116  2.29898  -0.534
N  1.24598  0.02369  1.69242  -0.465
C  -1.09416  0.80986  -2.48767  -0.612
C  -0.46488  2.00116  -1.76828  -0.619
C  0.32439  0.53468  2.43116  0.170
C  1.71809  -1.97162  0.36887  -0.636
C  0.76489  -1.14482  1.14031  0.086
C  -0.55487  -1.25999  1.48415  -0.116
H  -0.38104  0.34471  -3.16306  0.204
H  -0.63318  2.97891  -2.20074  0.206
H  2.65602  -2.08947  0.91152  0.230
H  -1.41259  0.06956  -1.75372  0.204
H  -1.72336  0.17757  2.58892  0.413
H  -1.19147  -2.04233  1.11993  0.219
H  1.90202  -1.55843  -0.62129  0.223
H  1.40984  -3.01284  0.23935  0.214
H  0.60221  1.81886  -1.60337  0.211
H  -2.00103  1.07681  -3.02350  0.202
H  0.42979  1.40480  3.05524  0.197
H  -0.74866  2.02005  -0.70921  0.203

The most stable of them is 2.

## 1
The following is a DFT calculation (wB97M-V/def2-TZVPD) of 2 unconnected molecules or ions with the total composition H3N2O2P.

Lowest unoccupied orbital energy (alpha / beta) (eV): -1.0 / -1.3
Gap between HOMO and LUMO (alpha / beta) (eV): 7.6 / 8.5
HOMO (alpha / beta) (Eh): -0.3154 / -0.3580

Each line ends with the natural charge from an NBO analysis.
CARTESIAN COORDINATES (ANGSTROEM)
P  -0.16360  0.99627  -0.48256  0.947
O  2.22497  0.69724  0.42638  -0.373
O  1.07965  -1.18114  0.30221  -0.391
N  -1.16502  -0.25820  -0.54633  -1.194
N  1.22917  0.01066  0.18634  0.292
H  -0.70171  1.25430  1.82866  -0.115
H  -1.79447  -0.32218  -1.28430  0.400
H  -0.70899  -1.19696  -0.43041  0.435

## 2
The following is a DFT calculation (wB97M-V/def2-TZVPD) of 2 unconnected molecules or ions with the total composition H3N2O2P.

Lowest unoccupied orbital energy (alpha / beta) (eV): -1.3 / -0.9
Gap between HOMO and LUMO (alpha / beta) (eV): 9.3 / 7.4
HOMO (alpha / beta) (Eh): -0.3880 / -0.3023

Each line ends with the natural charge from an NBO analysis.
CARTESIAN COORDINATES (ANGSTROEM)
P  1.00989  -0.12864  0.36804  0.880
O  -0.80164  0.56075  -1.39659  -0.424
O  0.55270  -1.03543  -1.98043  -0.356
N  0.00925  1.00382  1.01150  -1.187
N  0.17814  -0.16184  -1.21991  0.257
H  -0.03700  1.30248  1.98545  0.433
H  -0.14554  -2.65157  0.96544  -0.047
H  -0.76581  1.11044  0.26650  0.446

The most stable of them is 1.